C42H42Cl2IN6O3S3V as an isolated structure in a non-equilibrium geometry, computed with ωB97M-V/def2-TZVPD.

```
100
Properties=species:S:1:pos:R:3:forces:R:3
V 0.3018 -0.0855 0.4243 -1.1191 -1.9650 1.5551
N -3.3344 -0.9097 1.3672 -0.0720 0.2423 0.0326
C -2.7200 0.1024 1.9902 -1.2185 0.1121 0.0112
N -1.4297 0.3100 1.9150 1.2889 -0.4014 -0.8999
C -1.0432 1.4207 2.6231 -1.0202 0.7523 0.8939
C -2.0638 2.1021 3.2174 0.4356 -0.3208 -0.4032
S -3.5771 1.3360 2.9023 0.5701 -0.4643 -0.2594
C 0.3753 1.6639 2.7471 0.3402 0.9608 0.8876
C 0.9893 2.5784 3.5413 -0.0779 -0.3387 -0.4877
S 2.6876 2.2796 3.6156 -0.2531 -0.4217 -0.3068
C 2.4567 0.8987 2.5713 0.6488 0.3370 0.6197
N 1.2260 0.7619 2.1335 -0.0368 -0.3561 -0.4737
N 3.4848 0.0851 2.3116 -0.1913 0.1184 -0.0055
H -2.7520 -1.7734 1.3770 0.0719 -0.1430 0.0346
H -4.2991 -1.0871 1.6111 0.0253 0.0366 0.0642
H -2.0223 2.9998 3.7974 0.0876 0.1980 0.1941
H 0.5626 3.3799 4.1079 -0.2022 0.0982 0.1397
H 4.3547 0.2384 2.7912 0.0165 -0.0853 -0.0363
H 3.3118 -0.8227 1.8926 0.1626 0.1098 0.0835
I 0.8129 -2.5084 1.9899 1.0148 -0.0793 -0.3116
C 2.7238 -2.5172 1.0159 -0.2250 -0.2593 0.3967
C 3.7451 -3.3128 1.4803 -0.6531 0.2940 0.0542
C 4.9172 -3.4583 0.7256 0.1919 0.0357 -0.2800
C 5.0210 -2.8550 -0.4971 0.0539 -0.2037 0.2136
C 3.9774 -2.0554 -1.0062 -0.2422 0.0709 0.2413
C 4.0514 -1.5187 -2.3067 -0.2162 0.1519 -0.1048
C 2.9929 -0.8186 -2.8119 0.2656 -0.1958 -0.1375
C 1.8782 -0.5449 -2.0089 -0.1738 0.0282 0.2223
C 1.7877 -0.9516 -0.6924 0.2974 -0.1488 -0.3103
C 2.8119 -1.8191 -0.2177 0.2695 -0.0193 0.0465
H 3.6326 -3.8362 2.4167 0.0150 -0.1056 0.0989
H 5.7088 -4.0888 1.0990 0.1065 -0.0308 0.0284
H 5.8944 -3.0080 -1.1133 0.1187 -0.0227 -0.0326
H 4.9353 -1.7016 -2.8981 0.1033 -0.0007 -0.0827
H 3.0211 -0.4380 -3.8204 0.0207 0.0249 -0.1655
H 1.0841 0.0496 -2.4461 0.0610 0.0949 0.0148
Cl -1.0093 -1.9247 -0.7896 -1.0456 -0.2607 -0.1159
C -0.4000 -3.0409 -2.0212 0.8276 -0.3358 -0.2388
Cl 0.9523 -3.9848 -1.3866 -0.2782 -0.3132 -0.3926
H -0.0516 -2.4766 -2.8865 -0.0800 -0.0082 0.2127
H -1.2135 -3.7184 -2.2793 -0.0008 0.2370 0.1976
C 2.5731 5.9649 -1.0269 -0.0256 0.0366 -0.0410
C 2.6671 4.5184 -0.6513 -0.1800 -0.0798 -0.0131
C 3.8731 3.9558 -0.2754 -0.2361 -0.2543 0.0356
C 3.9436 2.5939 -0.0124 -0.0535 -0.0292 -0.0257
C 5.2610 1.9963 0.3824 0.0005 -0.0105 -0.0933
C 2.8015 1.8191 -0.1175 0.0755 -0.0830 -0.0558
C 1.5311 2.3492 -0.4329 1.1039 0.5071 0.0246
C 1.5254 3.7314 -0.7094 -0.1324 0.1484 -0.0135
N 0.4183 1.5088 -0.4457 0.4509 1.6072 -0.8049
C -0.7941 2.0163 -1.1264 -1.0999 0.4548 -0.4007
C -1.8368 0.9003 -1.3282 0.1615 0.0611 -0.2121
C -3.1357 1.4221 -1.9569 -0.2665 -0.0892 0.0227
C -3.7507 2.5200 -1.0930 0.0682 -0.0018 -0.0171
C -2.7283 3.6451 -0.9502 -0.1006 0.0715 0.1325
C -2.3503 4.2052 -2.3214 -0.0031 -0.0598 0.0629
C -1.7886 3.0839 -3.1944 -0.0190 0.0362 -0.1634
C -2.8322 1.9804 -3.3435 0.0756 -0.0285 0.0990
C -0.5114 2.5162 -2.5637 0.2013 0.0461 -0.0991
C -1.4871 3.0873 -0.2534 -0.0316 0.1331 0.1254
H 3.4793 6.4972 -0.7530 0.0192 0.0984 0.0346
H 1.7224 6.4351 -0.5383 -0.0278 0.1226 0.0035
H 2.4412 6.0631 -2.1054 -0.0178 0.0598 -0.0144
H 4.7563 4.5701 -0.1924 0.1549 0.0943 -0.0368
H 6.0363 2.3085 -0.3133 0.1101 -0.0252 -0.0413
H 5.2259 0.9106 0.4011 0.0230 -0.0624 -0.0162
H 5.5510 2.3639 1.3668 0.0714 -0.0446 0.1177
H 2.9183 0.7586 0.0185 -0.0049 0.1109 0.0179
H 0.6338 4.2606 -0.9850 -0.1143 -0.0606 0.0159
H -2.0954 0.4225 -0.3842 -0.0402 -0.1054 0.0391
H -1.4272 0.1580 -2.0168 -0.0056 0.0858 0.1186
H -3.8316 0.5777 -2.0302 0.1133 0.0843 -0.0002
H -4.0142 2.1246 -0.1072 -0.0203 0.0350 -0.0047
H -4.6666 2.8919 -1.5560 -0.0389 -0.0228 -0.0101
H -3.1435 4.4449 -0.3265 0.0631 -0.0797 -0.0413
H -1.6119 5.0034 -2.2121 0.0300 0.0735 0.0059
H -3.2293 4.6409 -2.7971 -0.0383 0.0451 -0.0505
H -1.5332 3.4826 -4.1810 0.0328 -0.0325 0.0658
H -2.4587 1.1894 -3.9976 0.0118 -0.0244 -0.0634
H -3.7419 2.3810 -3.7907 -0.0635 -0.0049 -0.0655
H 0.2705 3.2681 -2.6078 -0.0192 -0.0585 -0.0118
H -0.1656 1.6682 -3.1634 0.0445 0.0046 0.0156
H -1.7901 2.6188 0.6828 -0.0044 -0.0161 -0.0121
H -0.8224 3.9019 0.0163 0.0130 -0.0266 0.0407
O -5.9716 -4.2074 2.8608 -0.1215 -0.0251 -0.1316
S -4.7127 -4.6902 3.3522 0.4680 0.2764 -0.5549
O -4.6631 -5.2107 4.6814 0.1772 -0.1788 0.0925
N -3.5726 -3.5080 3.1210 -0.7093 0.1308 0.7682
C -2.7003 -3.8321 2.2210 -0.2821 -0.5444 -0.2131
O -1.8193 -3.0601 1.7504 0.4228 0.3150 -0.0245
C -2.8843 -5.1860 1.6271 -0.0153 -0.3385 -0.2196
C -2.1481 -5.7516 0.5996 -0.1752 0.0123 0.2088
C -2.5606 -6.9773 0.0964 0.0407 -0.0177 -0.0278
C -3.6716 -7.6198 0.6259 -0.0913 -0.0188 0.1047
C -4.4073 -7.0469 1.6612 -0.1732 -0.1662 -0.0284
C -3.9985 -5.8261 2.1412 0.1930 0.4880 0.2202
H -1.2768 -5.2434 0.2163 0.1112 0.0940 -0.0757
H -2.0234 -7.4311 -0.7244 0.0667 -0.0771 0.0010
H -3.9714 -8.5794 0.2287 -0.0413 -0.0173 -0.0265
H -5.2877 -7.5337 2.0534 -0.0389 -0.0722 0.0386
```
Forces are in eV/Å.

Values from the calculation:
HOMO (spin up / spin down) ... -10.43 / -10.43 eV
2S+1 ... 2
Charge ... +1
<S²> ... 1.22
Kohn-Sham gap (spin up / spin down) ... 5.45 / 6.91 eV
Max |F| ... 2.744 eV/A

Atomic partial charges in e from the Löwdin method, atoms 1 to 6:
1 V 0.708
2 N 0.137
3 C -0.654
4 N 0.014
5 C -0.364
6 C -0.328